1.
Below is a gas-phase ion, C5H7N2 (charge +1), with properties calculated with the ωB97M-V functional and the def2-TZVPD basis.

ORCA input file:
```
! wB97M-V def2-TZVPD RIJCOSX def2/J DEFGRID3
* xyz 1 1
C -0.096 -1.046 -0.279
C 3.400 -0.207 0.173
C 4.609 0.417 0.767
C -2.000 0.290 0.276
C -1.505 -1.073 -0.176
N 1.074 -0.867 -0.192
N 2.232 -0.925 -0.689
H 4.703 1.451 0.610
H 5.128 -0.153 1.507
H -1.492 0.640 1.212
H -3.028 0.458 0.689
H -1.835 0.904 -0.610
H -2.134 -1.408 -1.156
H -1.921 -1.943 0.488
*
```

Properties
**SMILES**: C=C=N[N+]#CCC
**Kohn-Sham gap (alpha / beta)**: 8.8 / 8.8 eV

2.
Below is a gas-phase ion, C5H7N2 (charge +1), with properties calculated with the ωB97M-V functional and the def2-TZVPD basis.

ORCA input file:
```
! wB97M-V def2-TZVPD RIJCOSX def2/J DEFGRID3
* xyz 1 1
C 1.627 -0.709 0.350
C 2.695 -0.377 -0.270
C -0.652 2.184 0.361
C -0.737 -0.314 0.231
C -1.769 -1.170 -0.194
N 0.440 -0.911 0.592
N -0.570 0.951 0.156
H 3.197 0.570 -0.008
H 3.320 -1.009 -0.944
H -0.314 2.832 -0.343
H -0.982 2.638 1.288
H -2.725 -0.842 -0.670
H -2.155 -2.050 0.354
H -1.375 -1.793 -0.902
*
```

Properties
**SMILES**: C=C=[N+]=C(C)N=C
**Kohn-Sham gap**: 8.9 eV

The evaluated energy above the lowest of the compared OMol25 structures with the same formula, charge and spin for the records listed, in turn: 882.79, 473.46 kJ/mol.
The evaluated E for the records listed, in turn: -8263.628, -8267.870 eV.
The evaluated strongest force on any atom for the records listed, in turn: 10.056, 5.030 eV/A.